Entry from OMol25: a molecular structure, C4H4AgLiO2 at a distorted geometry (the ωB97M-V functional and the def2-TZVPD basis).

Output
* E_HOMO (spin up / spin down): -11.2614 / -11.2469 eV
* E_LUMO (spin up / spin down): -4.4 / -4.6 eV
* relative energy (zero: lowest compared OMol25 entry of this formula, charge and spin): 0.00 kJ/mol
* charge: +1
* DFT total energy: -459.38068 a.u.
* multiplicity: 2
* HOMO-LUMO gap (spin up / spin down): 6.882 / 6.675 eV
* <S²>: 0.752
* strongest force on any atom: 1.21 eV Å⁻¹

Cartesian coordinates (Å):
H 0.93 -4.24 1.31
C 0.47 -1.43 -0.26
C -0.45 -2.36 0.36
C -1.10 -3.25 -0.41
C -1.85 -4.31 -0.75
O -1.53 -5.56 -0.76
O 0.94 -0.43 0.29
Li 0.93 0.66 1.75
Ag -0.51 -7.11 0.32
H 0.72 -1.62 -1.33
H -0.76 -2.12 1.39
H -2.85 -4.02 -1.14